1.
A molecular structure, C13H10BrClNOPdS3. Source: the OMol25 dataset; level of theory: ωB97M-V/def2-TZVPD.

Geometry as XYZ:
```
31
Properties=species:S:1:pos:R:3:lowdin_charge:R:1
Pd -1.459 1.288 -1.000 0.414
S -5.426 0.876 -3.037 0.647
C -3.810 0.905 -2.650 -1.883
S -2.751 2.245 -2.820 0.611
S -3.110 -0.467 -1.870 0.624
O 4.492 -0.455 -0.670 0.126
C 3.208 -0.241 -0.890 -0.300
C 2.259 -1.261 -1.038 0.020
C 0.942 -0.924 -1.264 -0.118
N 0.531 0.339 -1.345 -0.078
C 1.436 1.310 -1.207 -0.720
Br 0.697 3.066 -1.337 0.830
C 2.773 1.092 -0.982 -0.011
H 4.719 -1.396 -0.634 0.139
H 2.550 -2.298 -0.976 0.126
H 0.180 -1.679 -1.407 0.123
H 3.483 1.895 -0.879 0.131
Cl 0.695 2.146 1.856 0.768
C 0.055 0.546 1.834 -0.577
C 0.848 -0.520 2.212 -0.080
C 0.342 -1.812 2.152 -0.015
C -0.964 -2.031 1.719 -0.045
C -1.769 -0.980 1.358 -0.030
C -1.296 0.365 1.404 -0.352
C -2.167 1.455 1.122 0.006
H 1.847 -0.339 2.579 0.121
H 0.961 -2.639 2.458 0.125
H -1.350 -3.037 1.685 0.121
H -2.797 -1.148 1.068 0.109
H -1.882 2.458 1.440 0.071
H -3.236 1.242 1.119 0.097
```

The LUMO energy (spin up / spin down) comes out at -5.93 / -5.92 eV. The calculation puts the total energy at -135723.0632 eV. As for the charge: +1. As for the maximum force: 0.044 Eh/bohr.

---

2.
2 unconnected molecules or ions with the total composition C13H10Cl4NO3PS. Source: the OMol25 dataset; level of theory: ωB97M-V/def2-TZVPD.

Geometry as XYZ:
```
33
Properties=species:S:1:pos:R:3:lowdin_charge:R:1
O -3.606 2.842 3.965 -0.418
P -4.205 1.353 3.806 0.715
O -5.940 1.543 3.781 -0.223
O -3.740 0.474 5.262 -0.237
C -3.449 0.650 2.199 -0.209
C -4.200 0.636 0.725 -0.038
C -3.458 0.038 -0.647 0.014
C -1.912 -0.591 -0.600 -0.156
C -1.164 -0.553 0.896 -0.365
C -1.905 0.031 2.262 -0.029
S 0.623 -1.228 0.887 0.784
C 1.290 -0.561 -0.775 -0.368
C 2.829 0.039 -0.958 -0.062
C 3.253 0.629 -2.447 -0.063
C 2.159 0.574 -3.703 -0.061
C 0.633 -0.041 -3.512 0.000
C 0.174 -0.602 -2.020 -0.188
N -1.220 -1.165 -1.835 -0.053
H -6.099 2.243 3.062 0.095
H -2.909 0.906 5.662 0.103
H -5.289 1.063 0.580 0.088
H -3.983 0.031 -1.707 0.095
H -1.313 0.000 3.286 0.102
H 3.570 0.077 -0.049 0.031
H 4.294 1.112 -2.708 0.069
H 2.461 0.989 -4.760 0.080
H -0.171 -0.109 -4.371 0.092
H -1.079 -2.213 -1.710 0.133
Cl 6.079 -3.225 -1.035 0.515
C 6.871 -1.633 -0.915 -2.002
Cl 6.051 -0.655 0.328 0.528
Cl 8.581 -1.853 -0.465 0.515
Cl 6.772 -0.801 -2.487 0.512
```

The LUMO energy comes out at -0.93 eV. The calculation puts the total energy at -91473.3637 eV. The SMILES is O=P(O)(O)c1ccc2c(c1)Sc1ccccc1N2.ClC(Cl)(Cl)Cl. As for the charge: 0. As for the maximum force: 0.133 Eh/bohr.

---

3.
A molecular structure, C13H10Cl5EuN. Source: the OMol25 dataset; level of theory: ωB97M-V/def2-TZVPD.

Geometry as XYZ:
```
30
Properties=species:S:1:pos:R:3:mulliken_spin:R:1
C -0.846 1.089 -1.789 -0.008
C 0.528 0.838 -2.104 0.015
C 1.313 1.905 -1.566 -0.027
C 0.425 2.837 -0.936 0.013
C -0.913 2.328 -1.075 -0.019
Eu 0.337 0.730 0.746 5.088
N -0.750 -1.649 -0.144 0.177
C -0.636 -2.987 -0.559 -0.007
C 0.772 -2.556 -0.898 0.905
H 2.406 2.003 -1.642 -0.006
H 0.901 -0.019 -2.673 0.006
H 0.703 3.778 -0.459 0.003
H -1.828 2.824 -0.731 -0.005
H -1.692 0.467 -2.091 0.007
H 1.095 -2.446 -1.925 -0.103
H -1.258 -3.327 -1.414 -0.011
H -1.732 -1.404 -0.026 0.043
H 1.524 -2.638 -0.118 -0.026
H -0.602 -3.701 0.279 -0.006
Cl 0.277 -1.222 3.248 0.002
C -0.437 0.252 3.871 -0.007
C -0.558 1.317 3.026 -0.027
C -1.094 2.524 3.375 -0.007
Cl -1.194 3.765 2.172 -0.001
C -1.537 2.695 4.711 -0.001
Cl -2.176 4.193 5.191 0.000
C -1.437 1.620 5.628 0.002
Cl -1.974 1.817 7.230 0.000
C -0.889 0.386 5.206 0.001
Cl -0.773 -0.931 6.274 -0.001
```

The LUMO energy (spin up / spin down) comes out at 2.40 / 2.49 eV. The calculation puts the total energy at -97069.0184 eV. Its energy above the lowest of the compared OMol25 structures with the same formula, charge and spin is 2.313 eV. As for the expectation value of S²: 12.078. As for the multiplicity: 7. As for the charge: -1. As for the maximum force: 0.068 Eh/bohr.

---

4.
A molecular structure, C13H10EuN2O4S. Source: the OMol25 dataset; level of theory: ωB97M-V/def2-TZVPD.

Geometry as XYZ:
```
31
Properties=species:S:1:pos:R:3:mulliken_spin:R:1
Eu -0.094 -0.075 -0.662 7.000
O 0.521 3.554 0.526 0.003
C 0.390 2.470 0.154 0.000
C -0.621 -2.704 -0.419 0.003
O -0.810 -3.832 -0.569 0.003
C 2.624 -0.183 -0.141 0.004
O 3.754 0.042 -0.114 0.002
C -2.811 0.044 -0.033 0.002
O -3.944 0.081 0.151 0.001
C 0.024 0.666 -3.641 0.005
H -0.870 1.316 -3.734 -0.001
H 0.980 1.226 -3.709 -0.001
C -0.040 -0.694 -3.718 0.002
H 0.856 -1.335 -3.848 -0.001
H -0.991 -1.246 -3.869 -0.001
N 1.673 -1.838 2.029 0.003
C 0.696 -1.043 2.597 -0.008
N 0.003 -0.131 1.925 -0.011
C -0.699 0.704 2.834 -0.011
C -1.629 1.684 2.479 0.004
C -2.334 2.353 3.475 0.001
C -2.065 2.021 4.798 0.000
C -1.167 1.020 5.139 0.000
C -0.457 0.344 4.169 0.000
S 0.679 -1.016 4.344 0.000
H 2.064 -2.473 2.726 0.000
H 2.453 -1.258 1.582 0.000
H -1.825 1.873 1.421 0.002
H -3.066 3.123 3.201 0.000
H -2.577 2.573 5.573 0.000
H -1.021 0.782 6.171 0.000
```

The LUMO energy (spin up / spin down) comes out at -7.89 / -7.74 eV. The calculation puts the total energy at -54961.2447 eV. As for the expectation value of S²: 15.759. As for the multiplicity: 8. As for the charge: +2. As for the maximum force: 0.100 Eh/bohr.

---

5.
A molecular structure, C13H10I2. Source: the OMol25 dataset; level of theory: ωB97M-V/def2-TZVPD.

Geometry as XYZ:
```
25
Properties=species:S:1:pos:R:3:lowdin_charge:R:1
C 0.349 -3.302 -1.587 -0.096
C 0.369 3.200 1.848 -0.094
C 0.827 -2.068 -1.909 -0.087
C -0.909 -3.430 -1.030 -0.077
C 0.413 1.874 2.148 -0.091
C -0.373 3.618 0.768 -0.057
C 0.131 -0.941 -1.527 -0.081
C -1.550 -2.282 -0.679 -0.119
C -0.119 0.889 1.305 -0.048
C -1.126 2.691 0.085 -0.127
C -1.075 -1.028 -0.843 -0.455
C -0.939 1.384 0.283 -0.332
C -1.842 0.190 -0.515 -1.003
I -2.601 1.019 -2.414 0.837
I -3.561 -0.089 0.850 0.823
H 0.778 -4.241 -1.952 0.112
H 0.845 3.797 2.610 0.108
H 1.843 -1.783 -2.300 0.128
H -1.238 -4.439 -0.897 0.105
H 1.061 1.507 2.923 0.102
H -0.233 4.624 0.460 0.101
H 0.490 0.086 -1.837 0.135
H -2.576 -2.425 -0.158 0.072
H -0.110 -0.133 1.680 0.121
H -1.824 2.917 -0.679 0.023
```

The LUMO energy comes out at -0.26 eV. The calculation puts the total energy at -29842.9604 eV. Its energy above the lowest of the compared OMol25 structures with the same formula, charge and spin is 0.000 eV. As for the charge: 0. As for the maximum force: 0.106 Eh/bohr.

---

6.
2 unconnected molecules or ions with the total composition C13H10N3. Source: the OMol25 dataset; level of theory: ωB97M-V/def2-TZVPD.

Geometry as XYZ:
```
26
Properties=species:S:1:pos:R:3:lowdin_charge:R:1
N -3.169 0.883 2.981 0.157
C -2.050 0.638 2.724 -0.242
C -0.710 0.288 2.443 -0.106
C 0.321 1.135 2.663 -0.098
C 1.668 0.705 2.642 -0.233
N 2.797 0.386 2.669 0.132
H -0.517 -0.749 2.131 0.130
H 0.133 2.180 2.918 0.120
C -2.326 -0.894 -0.357 -0.100
C -1.295 0.143 -0.619 -0.341
C -1.685 1.489 -0.529 -0.322
N -2.035 2.609 -0.438 0.078
C 0.017 -0.146 -1.076 -0.228
C 0.510 -1.487 -1.110 -0.071
C 1.760 -1.770 -1.642 -0.134
C 2.570 -0.736 -2.134 -0.152
C 2.138 0.597 -2.052 -0.125
C 0.891 0.894 -1.513 -0.059
H -1.926 -1.908 -0.401 0.051
H -2.797 -0.730 0.617 0.045
H -3.138 -0.799 -1.092 0.073
H -0.112 -2.295 -0.718 0.079
H 2.095 -2.809 -1.665 0.088
H 3.530 -0.972 -2.591 0.074
H 2.773 1.412 -2.405 0.089
H 0.557 1.936 -1.445 0.092
```

The LUMO energy comes out at 2.19 eV. The calculation puts the total energy at -18112.7667 eV. Its energy above the lowest of the compared OMol25 structures with the same formula, charge and spin is 0.000 eV. As for the charge: -1. As for the maximum force: 0.064 Eh/bohr.

---

7.
A molecular structure, C13H10N3O2PtSSe. Source: the OMol25 dataset; level of theory: ωB97M-V/def2-TZVPD.

Geometry as XYZ:
```
31
Properties=species:S:1:pos:R:3:lowdin_charge:R:1
Pt -0.276 1.280 -0.117 0.793
O -0.845 0.503 1.749 -0.335
N -0.623 -0.405 0.792 -0.251
N -1.713 -1.112 0.393 -0.236
O -1.855 -1.320 -0.811 -0.015
C -2.484 -1.833 1.321 -0.157
C -3.471 -2.699 0.844 -0.004
C -4.232 -3.431 1.732 -0.086
C -4.024 -3.315 3.101 -0.093
C -3.054 -2.442 3.574 -0.079
C -2.288 -1.696 2.698 -0.001
H -3.604 -2.781 -0.225 0.113
H -5.002 -4.093 1.359 0.101
H -4.609 -3.906 3.794 0.098
H -2.891 -2.340 4.639 0.103
H -1.546 -1.004 3.065 0.100
S -0.717 5.681 -1.661 0.438
C -0.427 4.244 -1.012 -1.002
N -0.168 3.211 -0.526 -0.196
Se 0.559 0.454 -2.222 0.590
C 2.388 1.031 -2.109 -0.647
C 2.982 1.357 -0.887 -0.152
C 4.288 1.821 -0.839 -0.106
C 5.034 1.946 -2.003 -0.125
C 4.467 1.582 -3.215 -0.117
C 3.160 1.123 -3.268 -0.155
H 2.416 1.239 0.026 0.061
H 4.724 2.085 0.117 0.095
H 6.048 2.324 -1.966 0.087
H 5.046 1.657 -4.128 0.092
H 2.720 0.839 -4.216 0.087
```

The LUMO energy (spin up / spin down) comes out at 1.47 / 1.09 eV. The calculation puts the total energy at -101634.3998 eV. Its energy above the lowest of the compared OMol25 structures with the same formula, charge and spin is 2.482 eV. As for the charge: -1. As for the maximum force: 0.037 Eh/bohr.

---

8.
A molecular structure, C13H11AuBrN3OS2. Source: the OMol25 dataset; level of theory: ωB97M-V/def2-TZVPD.

Geometry as XYZ:
```
32
Properties=species:S:1:pos:R:3:mulliken_spin:R:1
Au -0.093 0.347 -0.435 -0.007
O 2.741 1.021 -0.830 0.002
N 2.929 1.852 0.138 -0.006
C 4.184 1.939 0.659 0.001
C 4.515 2.796 1.672 0.000
C 3.515 3.612 2.202 0.000
C 2.247 3.505 1.690 0.001
C 1.911 2.622 0.649 0.006
S 0.284 2.561 0.067 0.002
H 4.877 1.274 0.167 0.000
H 5.535 2.821 2.031 0.000
H 3.725 4.308 3.004 0.000
H 1.436 4.102 2.084 0.000
Br -6.987 -1.191 -0.942 0.024
C -5.116 -0.917 -0.853 0.412
C -4.423 -0.976 0.377 -0.066
C -3.063 -0.850 0.381 0.181
N -2.279 -0.688 -0.741 0.270
C -2.986 -0.635 -1.919 0.139
C -4.342 -0.747 -2.029 -0.036
H -4.950 -1.102 1.314 0.003
H -2.530 -0.867 1.327 0.033
H -2.391 -0.491 -2.816 0.026
H -4.805 -0.694 -3.005 0.007
S 2.110 -3.767 -0.696 0.003
C 0.436 -4.048 -0.475 -0.015
C -0.229 -2.868 -0.392 0.000
N 0.581 -1.766 -0.500 0.005
C 1.831 -2.085 -0.667 -0.002
H 0.024 -5.041 -0.423 -0.004
H -1.290 -2.697 -0.277 0.019
H 2.603 -1.332 -0.766 -0.001
```

The LUMO energy (spin up / spin down) comes out at 2.37 / 2.36 eV. The calculation puts the total energy at -115581.3312 eV. Its energy above the lowest of the compared OMol25 structures with the same formula, charge and spin is 0.882 eV. As for the expectation value of S²: 0.764. As for the multiplicity: 2. As for the charge: -1. As for the maximum force: 0.013 Eh/bohr.

---

Which value of maximum force does entry 5 give? 0.106 Eh/bohr

---

Among the records above, which one has the lowest maximum force? C13H11AuBrN3OS2

---

Copy entry 3 word for word.
A molecular structure, C13H10Cl5EuN. Source: the OMol25 dataset; level of theory: ωB97M-V/def2-TZVPD.

Geometry as XYZ:
```
30
Properties=species:S:1:pos:R:3:mulliken_spin:R:1
C -0.846 1.089 -1.789 -0.008
C 0.528 0.838 -2.104 0.015
C 1.313 1.905 -1.566 -0.027
C 0.425 2.837 -0.936 0.013
C -0.913 2.328 -1.075 -0.019
Eu 0.337 0.730 0.746 5.088
N -0.750 -1.649 -0.144 0.177
C -0.636 -2.987 -0.559 -0.007
C 0.772 -2.556 -0.898 0.905
H 2.406 2.003 -1.642 -0.006
H 0.901 -0.019 -2.673 0.006
H 0.703 3.778 -0.459 0.003
H -1.828 2.824 -0.731 -0.005
H -1.692 0.467 -2.091 0.007
H 1.095 -2.446 -1.925 -0.103
H -1.258 -3.327 -1.414 -0.011
H -1.732 -1.404 -0.026 0.043
H 1.524 -2.638 -0.118 -0.026
H -0.602 -3.701 0.279 -0.006
Cl 0.277 -1.222 3.248 0.002
C -0.437 0.252 3.871 -0.007
C -0.558 1.317 3.026 -0.027
C -1.094 2.524 3.375 -0.007
Cl -1.194 3.765 2.172 -0.001
C -1.537 2.695 4.711 -0.001
Cl -2.176 4.193 5.191 0.000
C -1.437 1.620 5.628 0.002
Cl -1.974 1.817 7.230 0.000
C -0.889 0.386 5.206 0.001
Cl -0.773 -0.931 6.274 -0.001
```

The LUMO energy (spin up / spin down) comes out at 2.40 / 2.49 eV. The calculation puts the total energy at -97069.0184 eV. Its energy above the lowest of the compared OMol25 structures with the same formula, charge and spin is 2.313 eV. As for the expectation value of S²: 12.078. As for the multiplicity: 7. As for the charge: -1. As for the maximum force: 0.068 Eh/bohr.